ORCA calculation (ωB97M-V with the def2-TZVPD basis set) on a molecular structure, C23H30AsAuN4S at a distorted geometry.

Structure (XYZ):
```
60
Properties=species:S:1:pos:R:3:mulliken_charge:R:1
Au 0.77 -1.78 -0.83 -0.22
C -3.99 -3.68 -1.64 -1.15
As -2.33 -2.76 -1.28 0.68
C -2.44 -1.26 -2.48 -0.84
C -2.62 -2.12 0.52 -0.97
S -0.70 -4.04 -1.49 -0.43
H -4.85 -3.03 -1.48 0.38
H -4.05 -4.54 -0.99 0.36
H -3.97 -4.03 -2.67 0.37
H -3.29 -0.63 -2.19 0.35
H -2.61 -1.66 -3.48 0.41
H -1.52 -0.69 -2.47 0.15
H -3.43 -1.39 0.53 0.37
H -1.71 -1.70 0.93 0.18
H -2.90 -2.99 1.11 0.42
C 2.90 -1.42 2.02 -0.80
N 3.49 -0.13 1.72 0.13
C 4.93 -0.15 1.90 -0.94
C 3.06 0.42 0.43 -1.70
C 3.51 -0.33 -0.82 1.79
C 4.77 -0.04 -1.35 -0.49
C 5.26 -0.72 -2.46 -0.65
C 4.48 -1.71 -3.05 -0.52
C 3.22 -1.99 -2.53 -0.40
C 2.71 -1.31 -1.42 -0.46
H 3.14 -1.70 3.05 0.38
H 3.25 -2.23 1.36 0.31
H 1.81 -1.37 1.93 0.08
H 5.16 -0.44 2.93 0.36
H 5.34 0.85 1.72 0.28
H 5.45 -0.85 1.22 0.33
H 3.43 1.45 0.38 0.53
H 1.97 0.45 0.44 0.27
H 5.38 0.74 -0.89 0.35
H 6.24 -0.48 -2.86 0.37
H 4.84 -2.25 -3.91 0.38
H 2.62 -2.76 -3.02 0.35
C -0.30 2.84 -2.30 -0.83
C 0.35 1.72 -1.83 -0.30
N -0.19 0.91 -0.91 0.22
C -1.37 1.26 -0.39 -0.49
C -2.06 2.41 -0.73 0.51
C -1.53 3.18 -1.75 -0.42
C -3.36 2.77 -0.12 -0.92
C -3.80 2.66 1.14 -0.66
C -3.10 2.37 2.41 1.01
C -3.85 2.14 3.56 -0.65
C -3.17 1.91 4.74 -0.19
N -1.85 1.92 4.82 -0.56
C -1.21 2.16 3.67 -0.18
N -1.76 2.38 2.48 -0.35
H 0.14 3.44 -3.09 0.42
H 1.33 1.42 -2.20 0.40
H -1.79 0.57 0.33 0.56
H -2.06 4.07 -2.09 0.48
H -4.09 3.17 -0.83 0.40
H -4.85 2.91 1.29 0.31
H -4.93 2.14 3.52 0.37
H -3.71 1.72 5.66 0.40
H -0.12 2.17 3.71 0.46
```

Output
E_HOMO, eV: -7.24
Calculated total energy, eV: -105662.45197
Relative energy (zero: lowest compared OMol25 entry of this formula, charge and spin), kcal/mol: 24.8
M, g mol⁻¹: 666.48
Orbital gap, eV: 6.743